73
Properties=species:S:1:pos:R:3 method="wB97M-V/def2-TZVPD" charge=+1 homo_ha=-0.368 de_lowest_kcal_mol=48.1
Ir 0.34451 -0.27142 -0.28686
I -2.39916 4.04671 0.92946
C -0.83444 3.23259 2.06810
C -0.43365 3.75870 3.28516
C 0.60470 3.19117 3.99515
I 1.14679 4.05544 5.84448
C 1.28543 2.05524 3.49819
C 2.34553 1.38771 4.14290
C 2.93849 0.30319 3.54518
C 2.48167 -0.12299 2.29665
N 1.48819 0.47379 1.67514
C 0.87933 1.53184 2.24175
C -0.20602 2.11521 1.49553
O -0.55847 1.64855 0.36570
H -0.94882 4.62390 3.67243
H 2.68855 1.72639 5.10915
H 3.74893 -0.21825 4.02608
H 2.92815 -0.96899 1.79263
Br -2.91416 -2.50203 -4.29805
C -4.00979 -1.11551 -3.62238
C -5.08495 -0.66913 -4.37648
C -5.88521 0.35539 -3.89992
C -5.61681 0.93371 -2.66914
C -4.55587 0.47767 -1.90521
C -3.75539 -0.54709 -2.37977
I -2.19186 -1.31588 -1.13560
H -5.29487 -1.14601 -5.32238
H -6.72843 0.68776 -4.48731
H -6.24078 1.72713 -2.28533
H -4.35258 0.90700 -0.93514
C 0.18518 2.74638 -3.59208
Si 1.00830 1.12466 -4.17450
C -0.26593 -0.16125 -4.76362
C 2.32176 1.40740 -5.53471
As 1.93706 0.19634 -2.10196
Si 3.54643 1.86675 -1.40260
C 4.51758 2.57935 -2.89018
C 2.53662 3.25741 -0.56794
C 4.78799 1.14138 -0.14350
Si 2.91078 -1.99356 -2.58974
C 3.76407 -2.48712 -0.96067
C 1.45692 -3.15521 -2.98621
C 4.10444 -1.73705 -4.06300
H -0.62597 3.05031 -4.24906
H 0.89869 3.56658 -3.56119
H -0.22988 2.61936 -2.59199
H -0.82711 0.18453 -5.62700
H -0.97700 -0.38184 -3.97299
H 0.21648 -1.09249 -5.04620
H 1.83497 1.68505 -6.46494
H 2.89653 0.50737 -5.72969
H 3.01811 2.20202 -5.28960
H 3.97171 3.38096 -3.37978
H 4.74563 1.82094 -3.63389
H 5.46210 2.99503 -2.55347
H 1.94015 3.81200 -1.28712
H 3.17414 3.97029 -0.05135
H 1.85592 2.83420 0.16499
H 5.44838 0.41460 -0.60840
H 4.28194 0.66412 0.69194
H 5.41638 1.93070 0.26415
H 2.99914 -2.61457 -0.19776
H 4.46490 -1.73025 -0.62078
H 4.30347 -3.42509 -1.04270
H 0.73417 -3.12239 -2.17385
H 1.78040 -4.18647 -3.09109
H 0.94152 -2.88603 -3.90356
H 4.65079 -0.80099 -3.97320
H 3.56352 -1.72580 -5.00484
H 4.83097 -2.54100 -4.11926
O 0.02383 -3.82704 1.94893
C 0.30889 -3.00979 1.17204
N 0.65931 -2.22031 0.35336

17
Properties=species:S:1:pos:R:3 method="wB97M-V/def2-TZVPD" charge=0 homo_ha=-0.308 de_lowest_kcal_mol=62.7
N 0.20896 -2.01823 1.24880
C -0.61259 -0.82715 1.19998
N -1.13192 -0.66729 -0.15876
C -2.03195 0.37772 -0.58364
C -1.27612 1.68247 -0.87233
O -0.83154 2.31878 0.04134
H -0.23767 -2.79896 1.72020
H 0.26476 -2.34046 0.28992
H -0.14139 0.14597 1.43483
H -1.50580 -0.79101 1.89470
H -0.52973 -0.85549 -0.94978
H -2.63363 0.11548 -1.45654
H -2.76214 0.64053 0.20158
H -1.20170 1.89554 -1.97684
O 4.42599 -0.37990 -0.72507
H 4.48234 0.41223 -1.27207
H 5.33681 -0.56513 -0.48531

13
Properties=species:S:1:pos:R:3 method="wB97M-V/def2-TZVPD" charge=0 homo_ha=-0.382 de_lowest_kcal_mol=69.8
N 1.15260 0.13519 -1.18916
C 0.99065 0.03292 0.00210
N 0.91393 0.08577 1.24681
C 2.18176 0.21565 1.86393
O 2.36244 0.36662 3.03835
H 0.67502 -0.42482 -1.88076
H 3.00802 0.21889 1.12653
C -2.04757 0.03413 -0.98408
O -1.23695 -0.87112 -0.26570
H -3.09943 -0.25784 -0.91441
H -1.75113 -0.01367 -2.03651
H -1.93847 1.07936 -0.66279
H -1.21085 -0.60107 0.65569

14
Properties=species:S:1:pos:R:3 method="wB97M-V/def2-TZVPD" charge=0 homo_ha=-0.301 de_lowest_kcal_mol=114.0
C 2.03033 -0.04296 0.49907
O 1.53085 0.02670 -0.77926
N 0.19256 0.09533 -0.72073
C -0.49804 -1.05055 -0.43112
C -1.89499 -0.76917 0.01883
C -1.80136 0.66971 0.17557
C -0.58366 1.22938 -0.51817
H 3.23019 0.09285 0.50880
H 1.81027 -0.99788 0.79784
H 1.72686 0.71718 1.21103
H -0.26701 -2.07789 -0.95030
H -2.54070 -1.58625 0.31638
H -2.61723 1.50020 0.36033
H -0.31809 2.19334 -0.48825

11
Properties=species:S:1:pos:R:3 method="wB97M-V/def2-TZVPD" charge=0 homo_ha=-0.363 de_lowest_kcal_mol=52.2
C 0.27521 -0.51671 0.54042
C -0.69977 -1.12450 -1.04832
Si 0.46530 1.50495 0.58386
Cl -0.50782 -1.07966 1.93214
Cl 1.71370 -1.46031 0.35463
Cl -1.26461 -2.64716 -0.59340
Cl -2.17171 -0.02684 -1.27947
Cl 0.39939 -0.85309 -2.32078
Cl 1.23955 2.35780 -1.06455
H 1.40133 1.92181 1.89041
H -0.85056 1.92372 1.00507

14
Properties=species:S:1:pos:R:3 method="wB97M-V/def2-TZVPD" charge=+2 homo_ha=-0.712 de_lowest_kcal_mol=53.2
C 2.59805 1.69490 -1.70415
C -0.43957 -1.65066 1.04697
C -0.66239 2.02355 -1.13899
C -0.06851 -2.10358 -0.05735
N 1.53429 1.77289 -1.37042
N 0.47785 1.61192 -0.75349
N -0.80624 -1.33704 2.19880
H 3.55395 2.06750 -1.95939
H -0.82578 2.35736 -2.20442
H -1.54310 2.09252 -0.38612
H -0.72572 -2.77976 -0.79080
H 0.99170 -2.21563 -0.19837
H -0.87254 -2.01847 2.99622
H -1.05829 -0.35900 2.61634